No. 1
51
Properties=species:S:1:pos:R:3:forces:R:3 method="wB97M-V/def2-TZVPD" relative_energy_kj_mol=25.89 smiles="CC(C)OC(=O)[C@H](C)Oc1ccc(C(=O)NCCc2ccccc2)cc1" homo_energy_ev=-8.72 total_charge=0 gap_ha=0.3439
C 6.44566 -1.02520 2.64469 -0.4 -0.2 -0.1
C 5.30430 -1.57677 1.80462 0.4 0.0 -0.4
C 4.92362 -0.64748 0.65760 -0.1 -0.3 0.3
H 5.77306 -0.51644 -0.00628 0.1 0.0 -0.1
H 4.09947 -1.07395 0.09014 0.0 0.0 -0.1
H 4.62405 0.32343 1.04659 0.0 0.1 0.0
H 5.55872 -2.56617 1.40416 0.0 0.2 0.1
O 4.17283 -1.74101 2.68510 0.1 0.3 0.3
C 3.26944 -2.65940 2.35188 -0.3 -0.2 0.0
O 3.32341 -3.36345 1.38201 0.0 0.0 0.0
C 2.16147 -2.72419 3.40890 0.2 0.0 0.1
C 2.55104 -3.76976 4.45251 -0.2 0.2 -0.2
H 3.47554 -3.47869 4.94306 0.1 0.0 0.1
H 1.75904 -3.85531 5.19146 0.0 0.0 0.1
H 2.68203 -4.73290 3.96610 0.0 -0.1 0.0
O 0.94134 -3.13812 2.83811 0.0 -0.1 0.0
C 0.39161 -2.39631 1.84102 -0.3 0.2 -0.2
C -0.74984 -2.93511 1.24275 0.2 0.0 0.2
C -1.39176 -2.25608 0.23367 0.0 0.1 0.0
C -0.92983 -1.01303 -0.19840 0.1 -0.2 0.1
C 0.21218 -0.48564 0.39129 -0.3 -0.1 -0.1
C 0.87016 -1.16580 1.40103 0.2 -0.2 0.3
H 1.75805 -0.72738 1.83008 0.1 0.0 0.1
H 0.62587 0.45204 0.04765 0.0 0.1 0.0
C -1.67046 -0.33765 -1.30043 0.2 0.2 0.1
O -2.30550 -0.95318 -2.13487 -0.2 -0.2 -0.1
N -1.57644 1.01854 -1.31099 0.1 0.3 0.1
H -1.18005 1.48785 -0.51318 0.0 -0.2 0.0
C -2.30486 1.82467 -2.25939 -0.2 0.0 0.0
H -1.66601 2.64456 -2.60218 -0.1 -0.1 0.0
H -2.54112 1.17697 -3.10640 0.1 0.2 0.0
C -3.60591 2.38817 -1.66499 0.2 -0.1 -0.2
C -4.34723 3.17963 -2.70274 0.0 0.0 0.1
C -5.13130 2.52894 -3.64765 0.0 0.0 0.0
C -5.78969 3.24593 -4.62989 0.0 0.0 -0.1
C -5.67062 4.62475 -4.68169 0.0 0.1 -0.1
C -4.88950 5.28120 -3.74680 0.0 0.1 0.0
C -4.23051 4.56157 -2.76521 0.0 0.0 0.0
H -3.62313 5.08028 -2.03637 0.1 0.0 0.1
H -4.79303 6.35678 -3.78136 0.0 0.1 0.0
H -6.18578 5.18564 -5.44755 0.0 0.0 -0.1
H -6.39831 2.72858 -5.35704 0.0 0.0 -0.1
H -5.22527 1.45343 -3.60796 0.0 -0.1 0.0
H -3.36808 3.01960 -0.80529 0.0 0.0 0.0
H -4.21687 1.55060 -1.32273 0.0 0.0 0.1
H -2.26419 -2.67394 -0.24498 -0.1 0.0 0.0
H -1.10207 -3.89447 1.58615 -0.1 -0.1 0.0
H 2.06106 -1.73721 3.88441 0.0 -0.1 -0.2
H 6.17020 -0.05728 3.05546 0.0 0.1 0.0
H 7.33214 -0.91091 2.02801 0.1 0.0 -0.1
H 6.67110 -1.70032 3.46593 0.1 0.0 0.1



No. 2
22
Properties=species:S:1:pos:R:3:forces:R:3 method="wB97M-V/def2-TZVPD" multiplicity=3 homo_energy_ev="-17.26 / -17.51" total_charge=+2 gap_ha="0.2096 / 0.1953"
I -1.07507 -2.38494 -1.79622 0.0 1.4 -0.1
I 1.02046 1.03051 -3.42552 -1.1 -0.5 0.8
V -0.78909 0.14120 -1.86175 1.6 0.1 2.0
P 0.58453 0.17335 0.58157 3.6 -0.3 2.7
C 1.91437 -0.86754 -0.14056 -0.6 -0.2 -1.5
C 1.70347 1.54793 1.10681 -1.2 0.9 -0.9
H -0.30215 -0.15529 2.84130 0.2 -0.2 -0.1
H 1.37177 -0.80485 2.70002 -0.3 0.2 -0.6
H -0.03440 -1.70997 1.99880 0.2 0.3 0.2
C 0.39016 -0.71292 2.19287 -1.7 -0.1 -0.2
H 1.11910 2.37142 1.54346 0.4 -0.2 0.0
H 2.43359 1.14500 1.82522 -0.4 0.0 -0.3
H 2.73616 -0.99692 0.56763 -0.2 0.2 0.2
H 2.26943 -0.35871 -1.04108 0.2 -0.2 0.1
H 2.19596 1.90900 0.19182 0.0 0.0 0.4
H 1.49224 -1.82363 -0.44305 0.3 -0.1 0.1
C -2.13211 0.37453 -3.16186 -5.6 0.8 -7.9
O -2.83826 0.49214 -4.09408 3.7 -0.6 5.4
Cl -1.57542 2.01502 -0.84009 0.8 -1.4 -0.3
O -3.45925 -0.54538 0.03506 0.5 0.2 0.2
H -2.96827 -0.94143 0.77139 -0.5 0.0 -0.1
H -4.05721 0.10146 0.44826 0.1 -0.3 -0.2



No. 3
115
Properties=species:S:1:pos:R:3:forces:R:3 method="wB97M-V/def2-TZVPD" relative_energy_kj_mol=689.59 smiles="C=CCP([C@@H](Cl)CC)#P(C)CC.O=C1C=C(O)C(=O)C=C1O.O=C1C=C(O)C(=O)C=C1O.O=C1C=C(O)C(=O)C=C1O.O=C1C=C(O)C(=O)C=C1O.O=C1C=C(O)C(=O)C=C1O.O=C1C=C(O)C(=O)C=C1O" homo_energy_ev=-7.81 total_charge=0 gap_ha=0.2186
C -0.57385 -2.50997 3.05096 -1.4 1.8 -0.4
C -1.45569 -1.45328 2.48643 1.4 -1.4 0.9
C -1.18411 -0.55539 1.14380 -2.1 -0.5 -0.1
P 0.56233 -0.71909 0.39078 0.5 0.2 1.0
C 0.84881 0.92021 -0.62200 -1.6 -0.9 -1.6
Cl 1.71383 2.07858 0.59197 -0.4 -1.1 -1.4
C 1.73883 0.67949 -1.98815 0.4 0.8 0.1
C 2.01397 2.10886 -2.78234 0.7 -0.6 0.6
P 0.69888 -2.35086 -1.06563 -0.3 -0.2 -1.2
C 1.84813 -3.64422 -0.25084 0.5 0.4 1.4
C -1.09603 -2.98395 -1.26640 -1.2 -0.3 0.3
C -1.32230 -3.99665 -2.54629 -1.2 -0.2 0.5
H -0.10138 -2.28344 4.12345 -2.2 -1.3 -1.8
H -0.35883 -3.56650 2.56301 0.7 2.9 0.3
H -2.44553 -1.20428 3.10435 2.9 0.6 -0.8
H -2.01326 -0.79500 0.35306 1.4 0.7 1.3
H -1.31940 0.58335 1.46214 0.3 -2.4 -0.5
H -0.24274 1.30381 -0.89570 2.5 -0.1 0.7
H 2.74441 0.16509 -1.63954 -2.0 1.1 -0.8
H 1.23042 -0.03810 -2.77430 0.7 1.4 2.0
H 1.02664 2.43277 -3.32049 2.0 -0.5 1.0
H 2.88572 1.92398 -3.55333 -1.9 0.4 1.3
H 2.40986 2.92502 -2.02831 -1.0 -1.6 -1.6
H 1.44098 -3.84357 0.83256 1.0 -0.1 -2.0
H 2.03272 -4.60974 -0.88864 -0.5 2.0 1.2
H 2.90641 -3.11152 -0.11337 -2.5 -1.1 -0.4
H -1.48228 -3.43213 -0.23290 0.6 0.7 -2.3
H -1.77214 -2.02592 -1.47306 1.6 -1.9 0.5
H -2.46203 -4.34645 -2.49690 2.4 0.7 -0.1
H -0.68359 -4.98529 -2.49833 -1.1 2.2 -0.2
H -1.20692 -3.41481 -3.55886 0.1 -1.2 2.0
C -2.39935 5.13994 0.59779 -0.3 0.4 -0.1
C -1.12227 4.83534 0.83653 -0.1 -2.0 0.5
C -0.04925 5.86259 0.73146 0.9 0.5 0.0
O 1.11280 5.55730 0.97528 -0.9 0.0 -0.2
C -0.43534 7.22364 0.32762 0.3 -0.3 0.1
C -1.71202 7.52717 0.08556 0.1 1.8 -0.5
C -2.78792 6.50679 0.21752 -1.0 -0.6 0.0
O -3.95460 6.82044 0.00624 0.9 0.1 0.0
O -2.08152 8.80362 -0.29700 -0.3 -1.9 0.5
O -0.74909 3.55214 1.19185 -0.2 2.3 -0.4
H -3.18968 4.40367 0.67263 0.0 0.1 0.0
H 0.35662 7.95607 0.23774 0.0 0.0 0.0
H -3.05641 8.76990 -0.41077 0.4 0.0 0.1
H 0.22493 3.58742 1.31146 -0.2 -0.2 -0.1
C 1.36476 -8.14216 2.78164 -0.2 0.4 -0.1
C 1.95491 -9.29970 2.47742 0.2 -0.9 1.7
C 2.28227 -9.65439 1.06864 0.4 -0.6 -0.9
O 2.84178 -10.71697 0.82188 -0.4 0.7 0.5
C 1.90942 -8.69967 0.01313 0.2 -0.3 0.1
C 1.31615 -7.54374 0.31726 -0.3 0.8 -1.7
C 1.01401 -7.17729 1.72813 -0.3 0.5 0.9
O 0.48467 -6.09954 1.97793 0.3 -0.6 -0.4
O 0.96057 -6.64311 -0.66998 0.1 -0.9 1.8
O 2.28519 -10.21274 3.46199 -0.1 0.8 -1.9
H 1.12316 -7.87062 3.80155 0.0 0.0 -0.1
H 2.13693 -8.97779 -1.00796 0.0 0.0 0.1
H 0.54981 -5.88660 -0.19725 0.2 -0.3 -0.2
H 2.70136 -10.96647 2.98978 -0.2 0.3 0.2
C -2.31490 3.24850 -4.03484 0.3 -0.2 -0.2
C -3.00180 4.39249 -4.02183 -0.6 0.1 1.8
C -3.14568 5.22247 -5.24987 -0.3 0.8 -0.7
O -3.79879 6.25929 -5.21172 0.4 -0.8 0.3
C -2.48208 4.75721 -6.47778 -0.2 0.2 0.2
C -1.79233 3.61496 -6.48969 0.6 -0.1 -1.8
C -1.67183 2.77158 -5.26890 0.2 -0.7 0.7
O -1.04662 1.71750 -5.31560 -0.3 0.7 -0.2
O -1.16392 3.17317 -7.63953 -0.6 -0.1 1.9
O -3.60676 4.84850 -2.86503 0.5 0.0 -1.9
H -2.20421 2.63428 -3.15008 0.0 0.0 0.0
H -2.57969 5.37893 -7.35850 0.0 0.0 0.1
H -0.73417 2.32532 -7.39261 -0.2 0.3 -0.1
H -4.04149 5.69321 -3.11353 0.1 -0.3 0.1
C 2.51452 3.44476 6.25178 0.2 -0.2 -0.2
C 1.82761 4.58875 6.26479 -0.6 0.1 1.8
C 1.68374 5.41873 5.03676 -0.2 0.7 -0.7
O 1.03062 6.45555 5.07490 0.3 -0.7 0.3
C 2.34734 4.95347 3.80885 -0.2 0.3 0.2
C 3.03709 3.81122 3.79693 0.6 -0.2 -1.7
C 3.15758 2.96784 5.01773 0.3 -0.9 0.6
O 3.78279 1.91376 4.97102 -0.4 0.8 -0.2
O 3.66550 3.36943 2.64710 -0.5 0.0 1.9
O 1.22266 5.04476 7.42160 0.5 0.0 -1.9
H 2.62520 2.83054 7.13655 0.0 0.0 -0.1
H 2.24972 5.57519 2.92812 0.0 -0.1 0.1
H 4.09524 2.52158 2.89402 -0.2 0.3 -0.1
H 0.78793 5.88947 7.17309 0.2 -0.3 0.1
C -7.04351 2.63837 -3.21231 0.3 -0.1 -0.3
C -7.89163 2.11175 -2.32682 -0.8 1.5 0.9
C -8.03672 0.63727 -2.17684 -0.4 -1.0 0.4
O -8.81033 0.18278 -1.34139 0.5 0.6 -0.5
C -7.23468 -0.22718 -3.05666 -0.2 0.1 0.3
C -6.38918 0.29968 -3.94445 0.8 -1.5 -0.9
C -6.22409 1.77339 -4.07501 0.3 1.0 -0.3
O -5.42553 2.22762 -4.88749 -0.4 -0.6 0.4
O -5.63438 -0.50686 -4.77630 -0.6 1.7 0.8
O -8.66706 2.91843 -1.51436 0.7 -1.7 -0.8
H -6.92643 3.70827 -3.33026 0.0 -0.1 0.0
H -7.36296 -1.29667 -2.94956 0.0 0.1 0.0
H -5.10200 0.10981 -5.32476 -0.2 -0.3 0.2
H -9.19490 2.30170 -0.96182 0.2 0.2 -0.2
C 6.20295 -3.99535 4.03033 0.4 0.0 0.0
C 5.14081 -4.14098 3.23575 -1.5 0.2 1.2
C 5.29526 -4.42788 1.78266 -0.1 -0.2 -1.0
O 4.30052 -4.57539 1.08141 0.6 0.0 0.8
C 6.65949 -4.51907 1.23938 -0.4 0.0 0.0
C 7.72148 -4.36997 2.03348 1.5 -0.2 -1.2
C 7.56675 -4.11059 3.49119 0.3 0.2 1.1
O 8.56185 -3.99637 4.19892 -0.5 -0.1 -0.8
O 9.00640 -4.45175 1.52901 -1.4 0.2 1.4
O 3.85588 -4.03142 3.73482 1.4 -0.3 -1.4
H 6.10518 -3.78881 5.08868 0.0 0.0 -0.1
H 6.75742 -4.71024 0.17844 0.0 0.0 0.1
H 9.59865 -4.31118 2.29971 -0.2 -0.1 -0.3
H 3.26376 -4.17799 2.96528 0.2 0.1 0.3



No. 4
15
Properties=species:S:1:pos:R:3:forces:R:3 method="wB97M-V/def2-TZVPD" relative_energy_kj_mol=268.29 homo_energy_ev=-3.13 total_charge=-1 gap_ha=0.2629
C 1.34199 -1.02149 0.62255 0.8 -0.8 -2.6
C -0.03888 1.64075 -0.02526 -1.2 -0.3 -1.1
C 0.51430 -0.75050 -0.59583 -1.0 -1.1 -2.7
N -0.46552 0.29603 -0.48598 0.0 1.4 -0.2
O -2.92153 1.02293 0.21022 0.6 -0.4 -0.4
O -2.41772 -1.36811 -0.32328 -0.1 0.1 -0.2
S -2.03828 -0.15301 0.42809 0.5 -0.2 0.4
H 2.04307 -1.80215 0.41540 0.4 -1.1 -0.2
H 2.00625 -0.22060 0.72581 0.6 1.7 1.1
H -0.90448 2.29530 -0.34933 1.1 -0.4 0.8
H 0.14145 1.68394 1.04436 -0.2 0.2 0.5
H 0.88022 2.03163 -0.47944 -0.1 -0.4 -0.4
H 1.17340 -0.75161 -1.53523 -0.1 1.3 1.0
H 0.76563 -1.32078 1.41474 -1.3 -0.2 2.3
H -0.07990 -1.58234 -1.06681 0.1 -0.1 1.6



Short version: electronic energy = -1170.98134, -2649.74236, -4688.89978, -722.52988 hartree, in the order given.